C27H52BaN11O2 | ωB97M-V/def2-TZVPD

Cartesian coordinates (Å):
Ba -0.0838 -0.1385 -0.1265
C 0.0237 -1.3584 -3.6044
N -0.3703 -2.7499 -3.5110
C -0.4985 -3.4608 -4.7746
C -0.8230 -3.2299 -2.3268
N -0.8287 -2.4577 -1.2919
C -1.2918 -2.9503 -0.0103
C -2.5692 -2.2226 0.4322
N -2.4091 -0.8144 0.8138
C -2.3174 -0.6601 2.2703
C -1.9673 0.7314 2.7855
N -0.6657 1.2072 2.3422
C -0.0895 2.1001 3.0886
N -0.7598 2.8195 4.0569
C -2.0511 3.4173 3.7912
C -0.1708 3.1224 5.3503
N 1.2569 2.3331 2.9946
C 2.0989 1.4087 2.2628
C 1.7782 3.6917 3.0260
C -3.2899 0.1211 0.1119
C -2.8484 0.5183 -1.3096
N -1.7965 1.5182 -1.3374
C -2.0105 2.7130 -1.7693
N -3.2400 3.2246 -2.2574
C -3.6181 2.8393 -3.6069
C -4.3292 3.3435 -1.3036
N -0.9801 3.6012 -1.7981
C -1.1779 5.0242 -2.0455
C 0.2783 3.2458 -1.1636
N -1.2339 -4.5859 -2.3583
C -2.6520 -4.8547 -2.2123
C -0.3280 -5.5624 -1.7755
H 0.4516 -1.1818 -4.5882
H 0.7735 -1.1036 -2.8564
H -0.8345 -0.6859 -3.4794
H 0.4368 -3.3829 -5.3289
H -1.2993 -3.0324 -5.3841
H -0.7154 -4.5060 -4.5925
H -0.4811 -2.8259 0.7263
H -1.5196 -4.0157 -0.0028
H -3.0134 -2.7804 1.2661
H -3.2807 -2.2829 -0.3960
H -1.5593 -1.3693 2.6184
H -3.2655 -0.9459 2.7530
H -2.0136 0.6644 3.8792
H -2.7762 1.4142 2.5047
H -2.2611 3.3898 2.7227
H -2.0313 4.4651 4.1025
H -2.8652 2.9196 4.3268
H 0.7796 2.6071 5.4546
H -0.8391 2.7819 6.1450
H -0.0093 4.1965 5.4855
H 1.7718 0.3851 2.4127
H 3.1231 1.4992 2.6229
H 2.1037 1.6229 1.1846
H 1.0675 4.3759 3.4752
H 1.9940 4.0390 2.0090
H 2.7066 3.7251 3.5972
H -3.3584 1.0363 0.6974
H -4.3097 -0.2857 0.0490
H -3.7480 0.8206 -1.8454
H -2.4805 -0.3783 -1.8266
H -2.7321 2.8170 -4.2409
H -4.3057 3.5853 -4.0089
H -4.1114 1.8605 -3.6648
H -3.9314 3.6135 -0.3249
H -4.9276 2.4298 -1.1951
H -4.9978 4.1434 -1.6266
H -1.3248 5.5772 -1.1124
H -2.0400 5.1824 -2.6813
H -0.2942 5.4192 -2.5442
H 0.7177 2.3392 -1.5855
H 0.1459 3.0965 -0.0833
H 0.9882 4.0545 -1.3172
H -3.2269 -4.0596 -2.6880
H -2.9844 -4.9473 -1.1697
H -2.8916 -5.7909 -2.7202
H 0.7018 -5.2548 -1.9530
H -0.4856 -6.5276 -2.2601
H -0.4642 -5.6997 -0.6956
O 4.1826 -1.2509 0.8892
C 3.2631 -0.8874 0.1769
O 2.0064 -0.9852 0.3976
C 3.6044 -0.1913 -1.1442
C 4.9083 -0.2291 -1.6211
C 5.2021 0.3923 -2.8206
C 4.1824 1.0455 -3.4993
C 2.9171 1.0448 -2.9422
N 2.6167 0.4399 -1.7903
H 5.6495 -0.7469 -1.0293
H 6.2075 0.3715 -3.2202
H 4.3677 1.5471 -4.4391
H 2.1013 1.5558 -3.4459

Its LUMO energy is -1.87 eV. The energy relative to the best compared isomer or geometry (same formula, charge and spin) is 4.20 kcal/mol. As for the HOMO energy: -0.4017 hartree. Its molar mass is 700.1 g mol⁻¹. Its total charge is +1. The value obtained for the HOMO-LUMO gap is 9.0566 eV. Its spin multiplicity is 1.

Results of the Mulliken charge analysis, in e, for atoms 1 through 5: 2.023 -0.543 0.330 -1.165 -0.622


C27H52Cl2N3O5SiSr | ωB97M-V/def2-TZVPD

Cartesian coordinates (Å):
C 4.0403 3.0570 3.1179
C 2.6048 3.0136 2.6651
H 4.2542 4.0047 3.6268
H 4.8311 2.9750 2.3550
H 4.1625 2.2526 3.8490
C 1.8556 4.1221 2.8023
C 2.2900 5.4270 3.3870
H 0.7784 4.0623 2.6568
H 3.1388 5.9120 2.8970
H 2.5567 5.2880 4.4400
H 1.4802 6.1535 3.3221
Sr -0.9155 -1.3127 -1.9393
Cl 2.0971 -1.7557 -2.4741
C -3.7160 -0.1113 -0.5616
O -3.0393 0.1891 -1.5735
N -4.8790 0.4633 -0.2441
C -5.5171 1.3369 -1.2275
C -5.4955 0.3406 1.0803
H -3.3290 -0.8696 0.1566
H -4.9866 1.2374 -2.1795
H -5.4860 2.3781 -0.8886
H -6.5681 1.0596 -1.3475
H -5.1240 -0.5513 1.6085
H -6.5823 0.2724 0.9648
H -5.2650 1.2285 1.6908
H -1.5127 -6.0888 -5.5646
H 0.2511 -7.2225 -4.4238
C -1.0702 -5.0963 -5.4317
C 0.8178 -6.2931 -4.2881
N -0.1129 -5.1759 -4.3306
H -1.8250 -4.3421 -5.1872
C -0.0073 -4.1733 -3.4763
O -0.8089 -3.2088 -3.4574
H 1.3244 -6.2670 -3.3127
H 0.8467 -4.2264 -2.7830
H -0.5614 -4.8254 -6.3701
H 1.5688 -6.1977 -5.0904
H 2.3239 3.3650 -1.4364
H 0.1152 5.0702 -0.5736
C 1.7475 3.6049 -2.3410
C -0.3013 4.7905 -1.5553
N 0.3164 3.5625 -2.0695
H 2.0322 2.8922 -3.1298
C -0.3936 2.4175 -2.2692
O 0.0863 1.3167 -2.5233
H -1.3785 4.6125 -1.4582
H -1.4967 2.5884 -2.2176
H 2.0080 4.6156 -2.6578
H -0.1205 5.6198 -2.2577
O 2.3928 1.1695 0.8885
C 2.0176 1.6319 2.2018
C -0.1430 2.4117 1.1477
C 0.5135 1.7274 2.1612
H 0.4607 2.8706 0.3632
C -1.5308 2.5093 1.2145
H 2.2532 0.8059 2.9132
C -0.1698 1.0151 3.1341
H -2.0463 3.0957 0.4653
C -2.2171 1.8319 2.2235
C -1.5481 1.0563 3.1718
H 0.4269 0.4140 3.8136
H -3.2838 1.9597 2.3198
H -2.0546 0.4573 3.9203
Si 3.5788 0.2374 0.2630
Cl -0.0392 -1.1386 0.4260
C 3.5505 0.8713 -1.4765
C 3.4783 -1.7369 0.2806
C 4.9757 0.1510 1.4130
H 2.5593 1.0845 -1.9027
H 4.0357 0.1588 -2.1563
H 4.1147 1.8096 -1.4298
H 5.1318 0.9540 2.1332
H 5.7950 0.0304 0.7046
H 4.9381 -0.8082 1.9457
H 2.5369 -2.3129 0.1669
H 3.9474 -2.0499 1.2349
H 4.1835 -2.0058 -0.5304
C -0.4761 -4.0521 0.9640
C -1.8210 -3.2962 0.9998
C -2.9484 -4.3240 1.0900
C -1.8701 -2.4376 2.2888
O -2.0722 -2.6003 -0.1705
H -0.3494 -4.7071 1.8366
H 0.3537 -3.3278 0.9437
H -0.4008 -4.6231 0.0350
H -2.8474 -4.9646 1.9652
H -3.9103 -3.8059 1.1367
H -2.9497 -4.9280 0.1778
H -1.0441 -1.6960 2.2258
H -2.8162 -1.8802 2.3354
H -1.7412 -3.0695 3.1815

Its LUMO energy is 2.30 eV. The energy relative to the best compared isomer or geometry (same formula, charge and spin) is 0.00 kcal/mol. As for the HOMO energy: -0.1050 hartree. Its molar mass is 685.3 g mol⁻¹. Its total charge is -1. The value obtained for the HOMO-LUMO gap is 5.1538 eV. Its spin multiplicity is 1.

Results of the Mulliken charge analysis, in e, for atoms 1 through 5: -1.821 0.546 0.469 0.242 0.393


- Which value of energy relative to the best compared isomer or geometry (same formula, charge and spin) does entry 2 give?
  0.00 kcal/mol


- The lowest energy relative to the best compared isomer or geometry (same formula, charge and spin) belongs to which entry?
  C27H52Cl2N3O5SiSr


- What is the spin multiplicity in the second record?
  1


- Look up the LUMO energy of the first one.
  -1.87 eV